[1]
C3H4O | the ωB97M-V functional and the def2-TZVPD basis

XYZ file:
```
8
Properties=species:S:1:pos:R:3:forces:R:3:lowdin_charge:R:1
C 2.47097 0.74038 0.22438 1.5 -1.8 -0.3 0.005
C -1.17606 0.53949 -0.01827 -1.3 -3.8 -3.7 -0.059
C -0.70176 -0.72994 -0.00406 0.7 3.0 1.1 -0.075
O 3.17844 -0.14555 0.06121 -1.5 1.8 0.3 0.005
H -1.19710 1.21488 0.73921 0.5 1.8 2.1 0.004
H -1.80642 0.76743 -0.92406 0.7 0.1 1.1 0.065
H -0.78039 -1.36853 -0.82907 -0.3 -0.8 -1.1 0.024
H 0.01231 -1.01817 0.75067 -0.2 -0.3 0.5 0.031
```
Positions in Å, forces in eV/Å.

HOMO energy = -10.1115 eV
gap between HOMO and LUMO = 11.405 eV
ΔE to the lowest compared entry with this formula, charge and spin = 43.26 kJ/mol

---

[2]
C3H4O | the ωB97M-V functional and the def2-TZVPD basis

XYZ file:
```
8
Properties=species:S:1:pos:R:3:forces:R:3:lowdin_charge:R:1
C -1.70039 0.10247 -0.07813 -14.8 7.7 0.4 -0.133
C -0.67329 -0.46238 0.06678 15.2 -5.8 0.5 -0.214
C 0.73229 0.41942 0.10236 -1.0 -7.3 -1.4 -0.192
H -2.71122 -0.45913 0.13568 1.8 1.1 -1.3 0.093
H -2.02184 1.49311 -0.08515 1.7 -4.4 0.1 0.189
H -0.27778 -1.59524 -0.10754 -1.8 2.5 1.0 0.168
H 0.55454 1.37774 -0.05127 -0.5 5.2 -0.1 0.048
O 1.78808 -0.14669 -0.05472 -0.6 0.9 0.8 0.042
```
Positions in Å, forces in eV/Å.

HOMO energy = -9.6391 eV
gap between HOMO and LUMO = 10.237 eV
ΔE to the lowest compared entry with this formula, charge and spin = 320.39 kJ/mol

---

[3]
C3H4O | the ωB97M-V functional and the def2-TZVPD basis

XYZ file:
```
8
Properties=species:S:1:pos:R:3:forces:R:3:lowdin_charge:R:1
C 1.40845 -0.61443 -0.19644 -0.1 0.0 0.0 -0.004
C 0.20107 -0.25021 0.14220 -0.1 0.0 -0.1 -0.099
C -1.05697 0.05052 0.34306 0.2 -0.3 0.1 -0.221
O -1.66684 1.21588 -0.02999 0.1 0.2 -0.1 -0.007
H 1.54436 -1.19691 -1.10551 0.1 0.2 0.0 0.058
H 2.29501 -0.37760 0.38966 -0.2 -0.1 0.0 0.055
H -1.74160 -0.63107 0.83734 0.1 0.1 0.1 0.117
H -0.98348 1.80381 -0.38032 -0.2 0.0 0.0 0.102
```
Positions in Å, forces in eV/Å.

SMILES = C=C=CO
HOMO energy = -8.9144 eV
gap between HOMO and LUMO = 9.731 eV
ΔE to the lowest compared entry with this formula, charge and spin = 98.13 kJ/mol

---

[4]
C3H4O | the ωB97M-V functional and the def2-TZVPD basis

XYZ file:
```
8
Properties=species:S:1:pos:R:3:forces:R:3:lowdin_charge:R:1
C -0.29062 -0.12740 0.10217 0.4 -0.2 -0.1 -0.594
C -0.76528 1.07105 0.36862 -0.2 0.2 0.1 0.041
C 1.00551 -0.65059 -0.42067 -3.4 -1.7 1.0 0.254
O -0.75167 -1.36873 0.17099 2.9 1.3 -1.0 0.025
H -1.75909 1.17790 0.75669 -0.3 0.0 0.1 0.055
H -0.17982 1.95713 0.21253 0.2 0.1 -0.1 0.052
H 1.06577 -0.92748 -1.45902 0.1 0.1 -0.3 0.085
H 1.67521 -1.13188 0.26869 0.3 0.1 0.2 0.083
```
Positions in Å, forces in eV/Å.

HOMO energy = -8.8386 eV
gap between HOMO and LUMO = 7.808 eV
ΔE to the lowest compared entry with this formula, charge and spin = 242.37 kJ/mol

---

[5]
C3H4O2 | the ωB97M-V functional and the def2-TZVPD basis

XYZ file:
```
9
Properties=species:S:1:pos:R:3:forces:R:3:lowdin_charge:R:1
C 2.39798 -0.37448 0.15589 -3.4 0.9 0.7 -0.032
C 1.27794 -0.02024 0.41261 -3.8 1.7 -1.0 -0.040
C -0.57148 0.84799 -0.08791 1.7 -5.1 -1.5 0.004
O -2.10138 -0.90427 -0.29569 0.6 -3.0 -0.3 -0.035
O -1.67516 0.14990 0.45008 2.1 2.7 0.2 -0.189
H 3.35933 -0.52632 0.01001 3.9 -0.9 -0.5 -0.053
H -0.34384 0.77285 -1.23494 -0.9 0.2 2.5 0.138
H -0.64210 1.74961 0.39447 0.7 2.2 0.9 0.056
H -1.70129 -1.69504 0.19549 -0.7 1.3 -1.0 0.150
```
Positions in Å, forces in eV/Å.

HOMO energy = -10.0483 eV
gap between HOMO and LUMO = 10.466 eV
ΔE to the lowest compared entry with this formula, charge and spin = 755.47 kJ/mol

---

[6]
C3H4O2 | the ωB97M-V functional and the def2-TZVPD basis

XYZ file:
```
9
Properties=species:S:1:pos:R:3:forces:R:3:lowdin_charge:R:1
C -3.17397 -0.40452 -0.21924 -2.5 -0.2 -1.3 -0.024
C -2.20076 -0.02099 0.30420 3.7 1.0 1.6 -0.021
C 1.56373 0.12612 0.12639 -2.6 -0.1 0.6 -0.298
O 1.86256 -1.10423 -0.12182 3.6 -0.2 -0.6 0.032
O 2.45545 1.07768 -0.00964 1.3 -1.5 -0.4 0.062
H -4.08123 -0.43711 -0.74741 -0.5 -0.5 -0.2 0.006
H -1.22827 0.27128 0.68941 -0.6 -0.3 -0.1 -0.004
H 2.87636 -1.30611 -0.32954 -2.2 0.7 0.3 0.171
H 1.92614 1.79789 0.30764 0.0 1.1 0.1 0.077
```
Positions in Å, forces in eV/Å.

HOMO energy = -9.1494 eV
gap between HOMO and LUMO = 9.813 eV
ΔE to the lowest compared entry with this formula, charge and spin = 424.21 kJ/mol

---

[7]
C3H4O2 | the ωB97M-V functional and the def2-TZVPD basis

XYZ file:
```
9
Properties=species:S:1:pos:R:3:forces:R:3:lowdin_charge:R:1
C -1.58564 -0.16242 -0.50438 -0.5 0.0 -0.4 0.055
C -0.94534 -0.30366 0.62457 0.8 0.0 1.0 -0.254
C 0.48145 -0.10536 0.31033 -0.8 0.6 -1.6 -0.352
O 0.97899 1.11855 -0.02235 0.3 -1.0 0.4 0.081
O 1.22242 -1.10678 -0.15701 -0.1 0.5 0.3 0.120
H -1.18334 0.11272 -1.46496 0.4 0.1 -0.2 0.016
H -1.32047 -0.58301 1.58980 -0.1 -0.1 0.4 0.071
H 0.47708 1.81311 0.42111 -0.2 -0.2 0.0 0.129
H 1.87485 -0.78316 -0.79712 0.1 0.1 0.1 0.135
```
Positions in Å, forces in eV/Å.

HOMO energy (spin up / spin down) = -7.3725 / -7.1236 eV
gap between HOMO and LUMO (spin up / spin down) = 7.669 / 7.364 eV
ΔE to the lowest compared entry with this formula, charge and spin = 415.31 kJ/mol

---

[8]
C3H4O2 | the ωB97M-V functional and the def2-TZVPD basis

XYZ file:
```
9
Properties=species:S:1:pos:R:3:forces:R:3:lowdin_charge:R:1
C -0.58002 -0.06619 -0.68623 0.2 -1.0 -3.8 -0.231
C -0.58578 0.15305 0.66209 -4.5 2.1 4.9 -0.161
C 0.68912 0.37491 -0.09379 0.5 0.3 0.8 -0.238
O -0.83958 -1.18141 0.14746 0.1 -0.5 1.0 -0.015
O 1.87116 -0.37187 0.07439 -0.7 2.7 -0.6 0.054
H -1.11112 -0.00605 -1.62403 -0.2 0.6 0.2 0.155
H -1.62458 0.83756 1.46913 3.8 -2.3 -2.6 0.259
H 0.78013 1.40965 -0.15878 1.0 1.7 -0.5 0.130
H 1.40066 -1.14966 0.20975 -0.3 -3.6 0.6 0.047
```
Positions in Å, forces in eV/Å.

HOMO energy = -9.9223 eV
gap between HOMO and LUMO = 10.679 eV
ΔE to the lowest compared entry with this formula, charge and spin = 537.75 kJ/mol

---

[9]
C3H4O2 | the ωB97M-V functional and the def2-TZVPD basis

XYZ file:
```
9
Properties=species:S:1:pos:R:3:forces:R:3:lowdin_charge:R:1
C -0.38827 0.15201 0.24951 0.7 -1.5 4.0 -0.349
C -0.97462 1.97276 -0.23548 1.7 1.0 1.8 -0.040
C 0.78485 -0.90826 -0.17589 -2.6 2.1 -0.3 0.014
O -0.04128 1.49843 0.67851 0.4 0.6 -0.2 -0.056
O -1.22439 0.78770 -0.66945 -1.8 -2.8 -2.9 -0.013
H -1.01561 -0.26017 1.16512 1.0 0.4 -2.1 0.182
H 0.21890 -1.49675 -0.93135 0.6 -0.3 0.7 0.080
H 1.22227 -1.49507 0.70680 -0.7 1.1 -1.6 0.107
H 1.41814 -0.25066 -0.78777 0.7 -0.6 0.6 0.076
```
Positions in Å, forces in eV/Å.

HOMO energy = -10.0338 eV
gap between HOMO and LUMO = 10.817 eV
ΔE to the lowest compared entry with this formula, charge and spin = 334.76 kJ/mol

---

[10]
C3H4O2 | the ωB97M-V functional and the def2-TZVPD basis

XYZ file:
```
9
Properties=species:S:1:pos:R:3:forces:R:3:lowdin_charge:R:1
C -2.61522 0.11368 0.20602 1.3 1.2 -3.3 -0.129
C -1.54515 -0.13196 -0.50234 -1.5 0.2 0.9 0.119
C 1.62907 -0.02661 -0.16265 0.4 0.7 0.8 0.033
O 3.71293 -0.60122 0.37309 1.3 0.1 1.5 -0.136
O 2.59210 -0.81697 -0.24190 -1.0 0.3 -1.2 -0.123
H -3.22384 0.84184 -0.43279 0.6 -0.9 0.6 0.093
H -2.92630 -0.07583 1.16997 -0.6 -0.6 1.8 0.019
H 0.92193 -0.12990 -0.89838 -1.7 -1.0 -1.5 0.011
H 1.45449 0.82696 0.48897 1.1 -0.2 0.4 0.113
```
Positions in Å, forces in eV/Å.

HOMO energy (spin up / spin down) = -9.2983 / -9.3031 eV
gap between HOMO and LUMO (spin up / spin down) = 8.302 / 8.307 eV
ΔE to the lowest compared entry with this formula, charge and spin = 916.72 kJ/mol

---

[11]
C3H4O2 | the ωB97M-V functional and the def2-TZVPD basis

XYZ file:
```
9
Properties=species:S:1:pos:R:3:forces:R:3:lowdin_charge:R:1
C -1.06040 -0.03139 0.08376 -5.3 -1.7 0.8 -0.007
C 0.12246 -0.48676 0.35764 1.8 2.2 -1.9 -0.092
C 1.34681 0.21359 -0.23963 2.3 2.7 0.3 -0.119
O -3.75083 0.32053 0.03812 1.8 0.1 0.4 -0.129
O -2.27756 -0.19111 -0.09745 2.6 0.6 -0.8 -0.028
H 0.24782 -1.30418 1.01521 -0.2 -0.6 0.7 0.112
H 1.19718 1.24894 -0.76550 -0.5 -2.0 1.1 0.107
H 2.03683 -0.27648 -0.94682 -1.0 -0.8 0.1 0.063
H 2.13769 0.50685 0.55467 -1.6 -0.5 -0.7 0.092
```
Positions in Å, forces in eV/Å.

HOMO energy (spin up / spin down) = -9.6118 / -9.6126 eV
gap between HOMO and LUMO (spin up / spin down) = 8.610 / 8.611 eV
ΔE to the lowest compared entry with this formula, charge and spin = 745.75 kJ/mol

---

[12]
C3H4O2 | the ωB97M-V functional and the def2-TZVPD basis

XYZ file:
```
9
Properties=species:S:1:pos:R:3:forces:R:3:lowdin_charge:R:1
O -1.04812 -0.31046 1.67389 0.3 -0.3 -3.0 0.017
C -1.03109 -0.02073 0.46662 -2.1 1.7 4.2 -0.251
C -0.02523 -0.53587 -0.52992 -1.8 -2.5 0.1 -0.154
C 1.04958 0.25495 -0.10431 1.7 7.4 -1.7 -0.230
O 0.94282 1.51364 -0.48807 1.8 -5.4 2.4 -0.033
H -1.71618 0.90968 0.23798 1.2 -1.7 -0.6 0.165
H -0.25771 0.08394 -1.45225 -0.2 -2.3 0.0 0.160
H 0.21620 -1.67717 -0.24862 -1.0 2.3 -1.7 0.190
H 1.86972 -0.21798 0.44468 0.2 0.8 0.3 0.137
```
Positions in Å, forces in eV/Å.

SMILES = O=CCC=O
HOMO energy = -10.2067 eV
gap between HOMO and LUMO = 10.016 eV
ΔE to the lowest compared entry with this formula, charge and spin = 271.16 kJ/mol